Entry from the OMol25 dataset: 2 unconnected molecules or ions with the total composition C6H10N2O3S in a non-equilibrium geometry (ωB97M-V/def2-TZVPD).

ORCA input file:
```
! RIJCOSX wB97M-V def2-TZVPD def2/J DEFGRID3
* xyz 0 1
C -1.13029 -1.85315 -0.07626
C -2.37715 -1.59140 -0.23023
C 0.03730 -1.16996 -0.64240
C 2.57839 0.82729 0.12759
C 2.46352 -0.65050 -0.20520
C -2.62796 1.58838 0.71889
N 1.18514 -1.32902 0.08488
N -1.40995 1.42691 0.39196
O 0.03551 -0.46462 -1.60804
O -1.05608 1.83996 -0.96761
O -0.52208 1.03534 1.13027
S -3.80525 -1.12805 -0.43505
H -0.94674 -2.70457 0.67135
H -0.62336 1.04250 -1.47968
H 3.60336 1.07285 0.41788
H 2.09653 1.56854 -0.61671
H 1.91440 0.94918 1.03353
H 2.58057 -0.85405 -1.32333
H 3.10074 -1.27519 0.35490
H -3.24913 1.97477 -0.11216
H -2.92385 1.42951 1.75988
H 1.07638 -1.73473 1.00554
*
```

- Kohn-Sham gap: 8.1 eV
- Energy relative to the best compared isomer or geometry (same formula, charge and spin): 4.249 eV
- E_HOMO: -0.318 hartree
- Total energy: -967.87033 hartree
- SMILES: C=[N+]([O-])O.CCNC(=O)C=C=S
- Molar mass: 190.2 g/mol